Entry 1:
Entry from the OMol25 dataset: a cluster of 2 separate species, C20H19O9S2 in total at a distorted geometry (ωB97M-V/def2-TZVPD).

Calculated values
HOMO energy (Eh): -0.131
Charge: -1
Multiplicity: 1
HOMO-LUMO gap (eV): 6.3691

Positions of all 50 atoms, in Å:
C: -0.4447 -2.3411 2.1153
O: -0.3504 -1.3940 0.9919
C: 0.0703 -0.1309 1.0621
C: 1.4427 0.2109 1.6098
O: 1.9561 1.2837 1.2931
O: 2.0352 -0.7296 2.3727
C: 3.4764 -0.6189 2.5450
C: -0.9375 0.7401 1.7612
O: -0.7560 1.4060 2.7576
O: -2.1511 0.6793 1.1177
C: -3.3304 0.4640 1.9107
H: 0.0791 -3.2502 1.7736
H: 0.0201 -1.8774 2.9936
H: -1.5201 -2.5300 2.2519
H: 3.8325 -1.5994 2.8616
H: 3.9467 -0.2997 1.6040
H: 3.7190 0.1163 3.3264
H: -3.8146 -0.4075 1.4656
H: -3.0523 0.2621 2.9464
H: -3.9378 1.3705 1.8628
C: 1.7395 -4.0065 -4.3508
C: 1.5382 -3.5389 -3.0456
C: 1.5113 -2.1558 -2.8678
C: 1.6835 -1.2367 -3.8816
C: 2.0597 -1.7137 -5.1428
C: 2.0012 -3.0903 -5.3865
S: 1.3922 0.4880 -3.3142
O: 2.7009 1.0415 -3.0558
O: 0.5300 1.1442 -4.2776
C: 0.5965 0.1903 -1.6396
C: -0.3194 0.7890 -0.7796
C: -0.4323 2.2277 -0.4034
C: 0.6561 2.9845 0.0686
C: 0.4191 3.9661 1.0351
C: -0.8848 4.4270 1.2105
C: -1.8932 3.9949 0.3205
C: -1.6542 2.9210 -0.5406
S: 0.9085 -1.5154 -1.3155
O: -0.3530 -2.2316 -1.2499
O: 1.9765 -1.6495 -0.3495
H: 1.7144 -5.0785 -4.5383
H: 1.3775 -4.2136 -2.1956
H: 2.4072 -1.0035 -5.8888
H: 2.1961 -3.4610 -6.3916
H: -1.2162 0.1812 -0.6102
H: 1.6389 2.8627 -0.3629
H: 1.2079 4.3547 1.6759
H: -1.1053 5.1221 2.0339
H: -2.8757 4.4891 0.3061
H: -2.3674 2.6096 -1.3208

Entry 2:
Entry from the OMol25 dataset: a cluster of 2 separate species, C15H25BrN3O5S in total at a distorted geometry (ωB97M-V/def2-TZVPD).

Calculated values
HOMO energy (Eh): -0.163
Charge: -1
Multiplicity: 1
HOMO-LUMO gap (eV): 6.7059

Positions of all 50 atoms, in Å:
O: 4.3025 -0.8839 0.4383
C: 4.3715 -0.5238 -0.7580
O: 3.7943 -1.0153 -1.7418
C: 5.2056 0.7458 -1.0680
N: 4.4212 1.9773 -0.8846
Br: 4.0673 2.2561 0.9441
C: 3.1764 1.8666 -1.6278
C: 2.4323 3.1838 -1.7736
C: 1.0110 2.8307 -2.2104
C: 0.1310 4.0415 -2.3933
C: -1.3836 3.7768 -2.5413
C: -1.8535 2.4002 -3.0369
C: -1.9136 1.1581 -2.1105
S: -2.1912 1.4236 -0.3387
C: -0.9999 0.3764 0.3814
N: -0.9685 0.1284 1.6429
N: 0.1147 -0.7487 1.8251
C: 0.6183 -0.9478 0.6640
O: -0.0404 -0.2684 -0.3068
H: 5.5371 0.6886 -2.0960
H: 6.0375 0.7828 -0.3759
H: 3.4114 1.4666 -2.6072
H: 2.4791 1.1937 -1.1504
H: 2.3736 3.6023 -0.7731
H: 2.9130 3.8640 -2.4678
H: 0.6217 2.2149 -1.4237
H: 1.0977 2.2634 -3.1346
H: 0.4688 4.5683 -3.2829
H: 0.3352 4.7207 -1.5729
H: -1.8845 4.0770 -1.6297
H: -1.7445 4.4722 -3.2936
H: -2.8380 2.5627 -3.4583
H: -1.1967 2.1223 -3.8530
H: -2.7254 0.5388 -2.4688
H: -1.0227 0.5610 -2.2260
H: 1.4721 -1.5819 0.4632
O: -2.1528 -2.7495 5.8042
C: -2.5130 -3.2591 4.7815
O: -3.1972 -4.4283 4.8585
C: -3.8172 -5.0327 3.7256
C: -2.8485 -5.8857 2.9318
C: -2.1706 -2.6919 3.4247
H: -4.3044 -4.2796 3.1048
H: -4.6074 -5.6587 4.1388
H: -2.0355 -5.2899 2.5187
H: -3.3638 -6.3820 2.1085
H: -2.4039 -6.6440 3.5762
H: -1.1704 -3.0163 3.1420
H: -2.1731 -1.6074 3.4897
H: -2.8725 -2.9697 2.6414

Entry 3:
Entry from the OMol25 dataset: a cluster of 2 separate species, C20H23BClIN4O8S in total at a distorted geometry (ωB97M-V/def2-TZVPD).

Calculated values
HOMO energy (Eh): 0.040
Charge: -2
Multiplicity: 1
HOMO-LUMO gap (eV): 1.5380

Positions of all 59 atoms, in Å:
N: 5.2428 0.8655 1.6032
B: 4.4928 1.2521 0.3623
O: 5.0509 2.0945 -0.6251
C: 2.9767 0.7290 0.1703
C: 1.7928 1.6454 0.4042
C: 1.9611 3.1305 0.8290
C: 1.2321 4.1850 -0.1028
C: 1.1060 3.7501 -1.5991
I: -0.0739 5.2815 -2.6501
C: 0.4296 1.0973 0.2481
Cl: -1.0483 2.0563 0.5459
C: 0.3138 -0.2834 -0.1642
C: 1.4645 -1.2263 -0.4091
C: 2.8136 -0.6846 -0.2079
C: 4.0158 -1.6538 -0.4462
C: 4.4290 -1.5524 -1.9865
C: 5.9368 -1.2430 -2.2158
O: 6.6602 -2.1568 -2.5456
O: 6.4953 0.0288 -2.1019
C: 0.9768 -2.5822 -0.8254
O: 1.5649 -3.6355 -1.0834
N: -0.4868 -2.4638 -0.8938
C: -0.9898 -2.9095 -2.2026
C: -2.5191 -2.6560 -2.4329
S: -3.6303 -3.6009 -1.3126
C: -4.6040 -2.3199 -0.4664
N: -4.9334 -2.2843 0.8391
N: -5.6289 -1.1273 1.0367
C: -5.7132 -0.4933 -0.1303
O: -5.0865 -1.2018 -1.1228
C: -0.8945 -1.1822 -0.4213
O: -2.0123 -0.7340 -0.1624
H: 5.2088 -0.1430 1.7595
H: 4.7051 1.2663 2.3844
H: 5.6721 2.6899 -0.1582
H: 3.0218 3.4657 0.9499
H: 1.4873 3.2286 1.8521
H: 1.7631 5.1822 -0.0877
H: 0.2279 4.3958 0.3565
H: 2.1052 3.6314 -2.0912
H: 0.5512 2.7983 -1.7625
H: 3.6683 -2.7138 -0.2935
H: 4.8724 -1.5072 0.2600
H: 4.1341 -2.4765 -2.5488
H: 3.8190 -0.7218 -2.4454
H: 7.0032 0.1192 -1.2782
H: -0.3901 -2.4330 -3.0257
H: -0.8238 -4.0203 -2.3102
H: -2.7462 -1.5589 -2.3653
H: -2.7493 -2.9446 -3.4986
H: -6.2282 0.4829 -0.2147
O: -7.8849 -1.1441 5.2393
C: -7.8606 -0.0650 4.4940
C: -6.2990 0.3455 4.1536
O: -6.2824 1.4326 3.4172
H: -8.3099 0.8540 4.9239
H: -8.3594 -0.1239 3.5057
H: -5.8488 -0.5632 3.7151
H: -5.7916 0.3978 5.1383

- charge of number 3 (C20H23BClIN4O8S)?
  -2

- charge of number 3 (C20H23BClIN4O8S)?
  -2